## P
C5H6NO | ωB97M-V/def2-TZVPD

Structure (SMILES): C1=[N+]([C@@]23C[C@H]2O3)C1
Charge: +1
E_HOMO (alpha / beta) in eV: -13.732 / -13.731
Spin multiplicity: 1

Cartesian coordinates (Å):
C -0.62274 -0.53111 -1.76397
N -0.12900 -0.07890 -0.69658
C 0.79096 0.04136 0.24956
C 0.89798 -0.95065 1.59296
C 0.13640 0.36383 1.71480
O 0.91299 1.22013 0.99496
C -0.60621 0.90500 -1.74977
H -1.13034 -1.49968 -2.10769
H 1.85308 -1.03613 2.10872
H 0.32332 -1.85516 1.82421
H -0.94409 0.44096 1.52950
H 0.09934 1.56854 -2.28627
H -1.58169 1.41180 -1.41044

## Q
C5H6NO | ωB97M-V/def2-TZVPD

Charge: +1
E_HOMO (alpha / beta) in eV: -14.425 / -14.328
Spin multiplicity: 1

Cartesian coordinates (Å):
C 2.00328 -1.08424 -0.93712
C 0.98671 0.62984 -0.01056
C -0.15989 -0.98985 -0.40233
C 0.37667 1.81089 0.52856
C -1.50650 -1.28290 -0.17411
N 2.07342 0.09298 -0.33773
O 0.85289 -1.73607 -0.62459
H -0.64300 1.63018 0.62959
H 0.72666 2.78671 -0.00381
H 0.86139 2.14178 1.42726
H -1.64923 -1.07528 0.90640
H -1.73468 -2.27003 -0.33659
H -2.18774 -0.65401 -0.66497

Stability check: which of them is most stable? Q.

## P
C5H6NO | ωB97M-V/def2-TZVPD

Structure (SMILES): C/C=C1\CC1=[N+]=O
Charge: +1
E_HOMO in eV: -14.757
Spin multiplicity: 1

Cartesian coordinates (Å):
C -1.04403 -0.82280 0.12629
C 0.37944 -0.81918 0.14663
C 1.29140 0.08732 -0.05028
C 1.57399 1.41085 -0.25928
C 2.70118 0.39261 -0.17392
N 3.71074 -0.16604 0.03462
O 4.70713 -0.68451 0.12521
H -1.44353 -1.03512 1.06951
H -1.52255 -1.65264 -0.51941
H -1.70695 0.08281 -0.13213
H 0.76136 -1.90350 0.28299
H 1.48386 1.90442 -1.27746
H 1.61920 2.08024 0.53452

## Q
C5H6NO | ωB97M-V/def2-TZVPD

Structure (SMILES): C[C@@H]1C#[N+]C=CO1
Charge: +1
E_HOMO in eV: -14.693
Spin multiplicity: 1

Cartesian coordinates (Å):
C 1.17563 -1.61753 0.43425
C -0.09498 -0.76951 0.47815
C -0.81721 -0.64156 -1.01606
N -1.01999 0.42459 -1.45873
C -1.03734 1.70343 -0.96776
C -0.38175 1.70781 0.22820
O 0.12732 0.57454 0.82139
H 1.88104 -0.99668 0.99535
H 1.51442 -1.64217 -0.60334
H 0.95885 -2.54516 0.77055
H -0.93240 -1.30634 1.04711
H -1.33077 2.61942 -1.60418
H -0.04283 2.48914 0.87506

Stability check: which of them is most stable? Q.

## P
C4H11O2S2 | ωB97M-V/def2-TZVPD

Charge: -1
E_HOMO in eV: -3.924
Spin multiplicity: 1

Cartesian coordinates (Å):
C 0.43622 -0.69257 1.20159
C 0.97192 0.88065 1.30012
O -0.02960 1.60883 1.84437
C 1.30757 -1.59618 0.34278
S 0.68606 -2.35762 -1.18174
S 0.26586 -1.00435 -2.58555
C -1.17970 0.03930 -2.22176
H 0.39427 -1.03959 2.26138
H -0.68212 -0.72006 1.04186
H 1.31766 1.21618 0.32528
H 1.92259 0.91940 1.76708
H 2.16739 -1.04471 0.00082
H 1.42283 -2.51859 0.88177
H -1.92727 -0.56913 -1.76236
H -1.36600 0.46405 -3.29568
H -0.92638 0.90593 -1.52271
H -2.27459 1.79290 0.75076
H -0.79266 1.85084 0.77314
O -1.71404 1.86471 0.07885

## Q
C4H11O2S2 | ωB97M-V/def2-TZVPD

Charge: -1
E_HOMO in eV: -3.956
Spin multiplicity: 1

Cartesian coordinates (Å):
C -0.32554 -0.41350 0.82722
C -0.18320 0.66431 1.93847
O -0.99318 1.66388 1.61364
C 0.75715 -1.45824 0.88880
S 0.56042 -2.66454 -0.41671
S 1.25734 -1.77474 -2.00685
C -0.13311 -0.56499 -2.64316
H -1.40512 -0.75939 0.79256
H -0.22213 0.32285 -0.08342
H 0.84278 1.06130 2.08772
H -0.47127 0.28324 2.98619
H 1.73306 -0.89326 0.72278
H 0.97641 -2.05818 1.86345
H 0.58284 0.08524 -3.12225
H -0.35568 0.02996 -1.68164
H -1.15345 -0.80388 -3.14429
H -0.11251 3.01177 -0.27487
H -0.79121 1.98164 0.39909
O -0.56359 2.28653 -0.74674

Stability check: which of them is most stable? P.

## P
C2H2Cl2S | ωB97M-V/def2-TZVPD

Charge: 0
E_HOMO (alpha / beta) in eV: -8.446 / -7.943
Spin multiplicity: 1

Cartesian coordinates (Å):
C -0.80956 0.85534 0.88101
C 1.71562 0.14307 -0.45513
S -0.68863 2.35892 0.59286
Cl 1.72526 1.83985 -0.64222
Cl 2.56918 -0.58552 0.84813
H -1.30391 0.53469 1.83063
H 1.69691 -0.32623 -1.52219

## Q
C2H2Cl2S | ωB97M-V/def2-TZVPD

Structure (SMILES): Cl[C@@H]1S[C@H]1Cl
Charge: 0
E_HOMO in eV: -9.906
Spin multiplicity: 1

Cartesian coordinates (Å):
Cl 2.05837 0.39386 -0.04368
C 0.60916 -0.26440 0.47272
S -0.01270 -1.94211 -0.00503
C -0.55329 -0.31253 -0.47448
Cl -2.06018 0.38701 0.04663
H 0.23625 0.06479 1.40454
H -0.42122 0.15571 -1.37881

Stability check: which of them is most stable? Q.

## P
C2H7S | ωB97M-V/def2-TZVPD

Charge: -1
E_HOMO in eV: -2.305
Spin multiplicity: 1

Cartesian coordinates (Å):
S -4.27168 0.25715 -1.18581
H -4.23831 0.23282 0.15664
C 1.76864 -0.12322 0.42292
C 0.36157 0.01883 -0.17992
H 2.49806 -0.38924 -0.33361
H 1.80426 -0.92444 1.16943
H 2.08935 0.78322 0.92382
H -0.20844 0.77464 0.34877
H 0.42220 0.26665 -1.23387
H -0.22564 -0.89643 -0.08838

## Q
C2H7S | ωB97M-V/def2-TZVPD

Charge: -1
E_HOMO in eV: -2.061
Spin multiplicity: 1

Cartesian coordinates (Å):
C -0.10118 2.05240 1.48204
H -1.10553 2.13780 1.94319
H 0.59539 1.58169 2.19813
H 0.24265 3.10645 1.22312
H -0.19165 1.37969 0.63547
C 1.02036 -1.36145 -0.46993
S -0.57518 -0.48298 -0.67536
H 1.82579 -0.63541 -0.30632
H 1.01405 -2.00217 0.39844
H 1.30703 -1.98609 -1.35885

## R
C2H7S | ωB97M-V/def2-TZVPD

Charge: -1
E_HOMO in eV: -2.209
Spin multiplicity: 1

Cartesian coordinates (Å):
C -3.13817 -3.21071 1.95431
H -2.92092 -3.83868 2.79889
H -2.57996 -3.37615 0.99795
H -3.27090 -2.16805 2.18293
H -4.15902 -3.40447 1.61543
C 3.18216 3.45179 -2.15403
S 3.53167 1.83216 -0.54309
H 4.10539 3.50635 -2.68855
H 2.36609 2.86523 -2.52047
H 2.88366 4.34254 -1.64337

Stability check: which of them is most stable? P.

## P
C5H13NO2 | ωB97M-V/def2-TZVPD

Charge: -1
E_HOMO (alpha / beta) in eV: 0.674 / -3.311
Spin multiplicity: 2

Cartesian coordinates (Å):
C -1.91721 -0.30132 0.30128
N -0.79251 0.67427 0.32563
C -0.20307 1.04948 -0.93595
C 0.99063 0.10419 -1.22751
C 2.29217 0.88139 -1.24822
O 2.47095 1.97219 -0.64362
C -1.58901 -1.65415 0.84351
H -2.76333 0.20688 0.89468
H -2.13845 -0.38125 -0.78122
H -0.84566 1.45951 0.99611
H 0.23656 2.03752 -0.89111
H -0.78937 0.97512 -1.85345
H 1.15717 -0.75014 -0.47531
H 0.87789 -0.36562 -2.17696
H 3.14094 0.51740 -1.89552
H -1.83929 -1.64430 1.90010
H -2.13720 -2.47500 0.32878
H -0.49857 -1.77095 0.97327
H 0.93211 -0.67723 1.46660
H 1.87432 0.53490 1.94900
O 1.54094 -0.39291 2.14992

## Q
C5H13NO2 | ωB97M-V/def2-TZVPD

Charge: -1
E_HOMO (alpha / beta) in eV: 0.958 / -3.726
Spin multiplicity: 2

Cartesian coordinates (Å):
C 0.61418 -0.69479 1.24579
C 1.54548 0.50374 1.23763
C 1.74774 1.12161 -0.15213
C 1.83009 0.43589 -1.35200
N -0.72266 -0.20969 1.04985
C -1.80590 -1.10752 0.96974
O -1.96125 -1.85124 -0.24706
H 0.68643 -1.22418 2.17123
H 0.85350 -1.34769 0.41591
H 1.03891 1.32087 1.75415
H 2.52673 0.30859 1.71540
H 1.80704 2.20386 -0.05838
H 1.83593 0.91234 -2.32462
H 1.55554 -0.60971 -1.45849
H -0.71433 0.52273 0.34883
H -1.71410 -1.85409 1.75870
H -2.73851 -0.58879 1.21600
H -2.17767 -1.21317 -0.93597
H -0.70180 1.38468 -2.75834
H -1.88831 0.90374 -1.84427
O -1.61704 1.08283 -2.75197

Stability check: which of them is most stable? P.

## P
C13H52N26O13 | ωB97M-V/def2-TZVPD

Charge: 0
E_HOMO in eV: -8.697
Spin multiplicity: 1

Cartesian coordinates (Å):
C -2.03377 -10.09180 11.43002
O -2.45501 -10.30643 12.54181
N -2.70925 -9.65824 10.44608
N -0.75063 -10.13957 11.19153
H -3.58432 -9.25291 10.74617
H -2.23721 -9.56493 9.55807
H -0.35296 -9.93691 10.28550
H -0.17390 -10.47066 11.95170
C 3.63460 -7.81867 5.12941
O 2.54347 -8.04833 4.69732
N 4.07604 -6.64720 5.40421
N 4.67837 -8.53921 5.34502
H 3.46770 -5.97094 4.96525
H 4.95225 -6.38294 5.83144
H 5.61486 -8.32276 5.65522
H 4.73240 -9.52977 5.15538
C -3.82618 -9.98833 2.25432
O -4.75082 -10.68536 2.45357
N -3.65812 -9.13704 1.20328
N -2.88619 -9.61270 3.11075
H -4.39935 -9.20256 0.52035
H -2.76715 -8.68099 1.06805
H -2.25522 -8.93805 2.70231
H -2.62544 -10.07543 3.96982
C -0.15971 -9.19125 7.47416
O -1.09156 -9.83195 8.05525
N 0.15659 -9.44962 6.26241
N 0.78632 -8.51697 8.17023
H -0.63340 -9.72649 5.69731
H 1.08336 -9.35560 5.87209
H 1.52202 -8.03919 7.66965
H 0.82085 -8.29115 9.15406
C 5.30049 -6.59368 8.73990
O 5.91046 -7.06829 7.83053
N 5.88180 -6.48283 9.93927
N 4.13375 -6.04935 8.74888
H 6.80583 -6.89040 9.95132
H 5.47830 -5.89652 10.65588
H 3.55625 -6.07860 7.92079
H 3.74232 -5.71017 9.61598
C 2.92673 -11.41754 2.67208
O 4.05024 -11.86430 2.75412
N 2.06547 -11.29591 3.65770
N 2.40047 -11.07389 1.52587
H 2.37005 -11.71563 4.52440
H 1.25833 -10.73571 3.42358
H 2.94642 -11.34422 0.72029
H 1.58744 -10.49012 1.39067
C -4.09065 -8.62583 6.36753
O -3.41268 -7.64780 6.56003
N -5.26539 -8.59901 5.77380
N -3.85048 -9.80536 6.81918
H -5.75495 -9.48204 5.74753
H -5.72597 -7.76730 5.43288
H -3.00009 -9.91901 7.35211
H -4.42813 -10.62781 6.71919
C 3.47646 -11.57195 7.14142
O 3.48413 -11.59124 5.96477
N 3.36465 -10.48657 7.88661
N 3.40299 -12.67691 7.94359
H 3.30311 -10.45335 8.89419
H 3.62273 -9.67867 7.33818
H 3.48684 -12.75204 8.94729
H 3.00045 -13.51772 7.55486
C -2.92643 -6.17067 9.97120
O -4.10698 -6.10725 9.73514
N -2.19188 -5.27422 10.60371
N -2.10831 -6.90460 9.25884
H -1.21514 -5.35247 10.35887
H -2.67450 -4.51749 11.06689
H -2.40987 -7.18896 8.33781
H -1.16879 -7.05402 9.59807
C 1.89115 -6.55963 11.55359
O 0.95460 -7.03558 10.99330
N 2.41723 -6.92127 12.64600
N 2.41011 -5.52454 10.95963
H 3.08308 -6.27416 13.04350
H 1.96996 -7.59424 13.25192
H 2.97689 -4.80938 11.39252
H 1.74763 -5.38226 10.21065
C 0.23024 -8.09273 2.22660
O -0.68419 -8.11586 1.50204
N 0.23005 -8.28602 3.55683
N 1.47722 -7.98857 1.80941
H 1.17583 -8.27354 3.91098
H -0.57563 -8.26824 4.16565
H 2.24876 -8.20057 2.42575
H 1.63274 -7.64209 0.87354
C -1.02294 -12.56517 5.66758
O -1.57740 -11.68526 5.11527
N -0.81664 -13.80240 5.20482
N -0.51553 -12.46270 6.91719
H -1.17023 -14.00767 4.28127
H -0.02728 -14.32568 5.55582
H 0.01317 -13.09427 7.50173
H -0.76686 -11.63927 7.44532
C 3.69585 -9.70888 10.89152
O 4.34518 -10.75728 10.60537
N 2.39198 -9.56407 10.92886
N 4.28795 -8.57047 10.98598
H 1.75603 -10.34305 10.83483
H 2.09810 -8.59779 10.93580
H 5.25827 -8.57311 10.70570
H 3.70672 -7.74769 11.05880

## Q
C13H52N26O13 | ωB97M-V/def2-TZVPD

Charge: 0
E_HOMO in eV: -8.510
Spin multiplicity: 1

Cartesian coordinates (Å):
C -1.93004 -3.33568 -2.87060
O -2.12444 -2.35136 -3.55630
N -2.26743 -3.65072 -1.67834
N -1.24116 -4.40225 -3.26490
H -2.64948 -3.02120 -0.98707
H -1.85610 -4.46874 -1.25203
H -1.12902 -5.10407 -2.54727
H -0.94623 -4.41483 -4.23079
C 1.25842 -1.83202 -4.24329
O 1.32517 -1.22390 -3.26294
N 2.18542 -2.53099 -4.79806
N 0.24103 -1.89951 -5.08965
H 3.13109 -2.60639 -4.45147
H 2.01619 -3.12019 -5.60074
H -0.51014 -1.51784 -4.53271
H 0.23278 -2.54138 -5.86941
C -3.04611 -1.70048 4.19179
O -3.22380 -0.64368 3.70022
N -2.73756 -2.66186 3.40283
N -3.11404 -1.97714 5.47832
H -2.54834 -2.46619 2.43021
H -2.47020 -3.54715 3.80888
H -3.30724 -1.17163 6.05618
H -2.94392 -2.91620 5.80897
C -0.74781 2.03965 -5.35689
O -1.70208 2.58450 -5.82669
N -0.33124 2.22736 -4.17960
N 0.13704 1.25682 -5.97304
H 0.53549 1.85299 -3.82081
H -0.51870 3.18178 -3.90748
H 1.03777 1.00240 -5.59351
H -0.07092 1.07305 -6.94417
C 4.85923 -0.77867 1.28779
O 5.70229 -1.32001 1.95887
N 5.10469 -0.14504 0.13231
N 3.63157 -0.52331 1.65026
H 4.40900 0.57846 0.01972
H 6.07620 -0.20894 -0.13635
H 2.85671 -0.15987 1.11397
H 3.46773 -0.87321 2.58344
C 2.63692 -3.27438 -0.66757
O 2.83683 -4.20823 0.09267
N 3.54272 -2.69778 -1.42291
N 1.46147 -2.87346 -1.05837
H 4.42813 -3.16417 -1.55943
H 3.29309 -2.07881 -2.18097
H 1.53048 -2.18228 -1.79159
H 0.57958 -3.16420 -0.66108
C -4.46330 -1.43390 0.42541
O -3.32379 -1.75174 0.27864
N -4.82719 -0.57422 1.31486
N -5.48179 -1.91577 -0.25464
H -5.81613 -0.56884 1.51994
H -4.10936 -0.35486 1.99066
H -6.37860 -1.83104 0.20214
H -5.21813 -2.57825 -0.96999
C 2.88832 3.79908 1.65047
O 4.04505 4.14290 1.47273
N 2.39650 3.34334 2.74695
N 2.13727 3.55386 0.60267
H 2.87786 3.44990 3.62845
H 1.46273 2.96866 2.83525
H 1.51931 2.75578 0.63876
H 2.24865 4.16684 -0.19228
C -0.02642 -0.01610 0.11845
O 1.06089 0.56840 0.16354
N -0.84382 -0.16168 1.09157
N -0.57920 -0.27502 -0.99335
H -0.54429 0.32809 1.92254
H -1.75816 -0.58807 1.04383
H 0.01744 -0.27913 -1.80828
H -1.47150 -0.74751 -0.96807
C -1.22966 3.90842 -1.40998
O -0.01794 4.14804 -1.69133
N -1.71076 2.93338 -0.75678
N -2.20046 4.82084 -1.58080
H -1.28636 2.10710 -0.36022
H -2.70401 2.89394 -0.57790
H -3.15739 4.63344 -1.31759
H -2.06391 5.46703 -2.34493
C 2.94376 1.70111 -2.90037
O 3.12243 2.34386 -3.89101
N 3.68477 0.71181 -2.65371
N 2.00094 1.63882 -1.99750
H 3.60238 0.16425 -1.80902
H 4.46793 0.35714 -3.18378
H 1.34346 2.40496 -1.96843
H 2.20965 1.15655 -1.13497
C -1.17893 2.38008 3.40237
O -0.32388 1.56657 3.18311
N -1.55360 2.73206 4.59173
N -1.88554 3.18238 2.56590
H -1.17514 2.25980 5.40033
H -2.28831 3.42253 4.65136
H -2.55378 3.89102 2.83310
H -1.58292 3.17351 1.60235
C 0.00108 -0.70168 6.50455
O -0.02754 -1.41218 7.51856
N 0.34861 0.53147 6.47253
N -0.21155 -1.02892 5.29230
H 0.80862 0.89318 5.64933
H 0.52794 1.01520 7.34083
H -0.70484 -1.90762 5.22409
H -0.11886 -0.42850 4.48545

Stability check: which of them is most stable? P.

## P
C3H24N2O7 | ωB97M-V/def2-TZVPD

Structure (SMILES): NCCCN.O.O.O.O.O.O.O
Charge: 0
E_HOMO in eV: -8.479
Spin multiplicity: 1

Cartesian coordinates (Å):
N -1.61443 1.41499 0.47152
C -0.79590 2.59706 0.63002
C 0.47772 2.70890 -0.26405
C 0.41898 2.14071 -1.66522
N 0.30623 0.64860 -1.77381
H -1.21171 0.58825 0.88149
H -1.93662 1.24022 -0.46097
H -1.44519 3.45707 0.44049
H -0.46451 2.70273 1.66318
H 1.26431 2.22885 0.31075
H 0.69528 3.76310 -0.30955
H -0.25516 2.66129 -2.34767
H 1.39944 2.34810 -2.11697
H -0.56985 0.40978 -2.21121
H 0.45542 0.26979 -0.83609
O -1.00673 -2.69809 -3.04690
H -1.91505 -2.80299 -2.73722
H -0.52514 -3.03533 -2.28309
O -0.35265 -3.40065 1.31501
H 0.54626 -3.61888 1.09133
H -0.94224 -4.13092 1.12506
O -3.24483 -0.67579 2.96134
H -3.84415 -0.88434 2.25010
H -2.30446 -0.69217 2.78686
O -0.44841 0.28517 3.95625
H -0.38925 0.47216 3.01429
H -0.86782 1.03268 4.38733
O 3.17178 0.08312 -1.97389
H 2.35713 0.49908 -2.30752
H 3.71393 -0.07439 -2.75303
O 1.14578 -0.23451 0.87744
H 1.02591 -1.17353 0.64947
H 2.04862 -0.15669 0.52798
O 1.60537 -2.67083 -0.38559
H 2.46665 -2.89757 -0.75217
H 1.03531 -2.40501 -1.11493

## Q
C3H24N2O7 | ωB97M-V/def2-TZVPD

Structure (SMILES): CCNCN.O.O.O.O.O.O.O
Charge: 0
E_HOMO in eV: -9.634
Spin multiplicity: 1

Cartesian coordinates (Å):
C 2.68962 1.89504 0.27090
C 2.57984 1.08781 1.55938
N 1.40906 0.20505 1.49795
C 1.21611 -0.59752 2.72891
N -0.12343 -1.14641 2.79922
H 1.76418 2.45342 0.08861
H 2.85180 1.24238 -0.59540
H 3.52926 2.58797 0.35080
H 3.52141 0.53201 1.71217
H 2.44653 1.75549 2.42533
H 1.42407 -0.37011 0.66566
H 1.38499 0.02735 3.59831
H 1.91487 -1.44291 2.74032
H -0.82764 -0.41637 2.78495
H -0.38241 -1.73403 2.01531
O 0.50793 -2.44603 -1.25492
H -0.47158 -2.49575 -1.11741
H 0.80936 -3.29541 -1.58928
O -2.18975 -2.69260 -0.89189
H -2.66207 -1.80760 -0.70818
H -2.73746 -3.37588 -0.49212
O 1.20483 -0.15012 -2.51958
H 1.08306 -0.36026 -3.44274
H 1.01210 -0.95527 -1.98841
O -3.28319 0.92381 -2.48407
H -3.21777 0.42028 -3.30365
H -2.34733 1.21701 -2.28674
O -0.97230 1.52193 0.86808
H -0.08710 1.14386 1.16422
H -1.03593 2.36028 1.34747
O -3.33627 -0.49455 -0.23461
H -2.63924 0.00387 0.22379
H -3.48671 0.02746 -1.05978
O -0.73203 1.67313 -1.87533
H -0.01154 1.03995 -2.10824
H -0.80528 1.66270 -0.88899

Stability check: which of them is most stable? Q.